[1]
161
Properties=species:S:1:pos:R:3:forces:R:3 method="wB97M-V/def2-TZVPD" lumo_ha=0.014 spin_multiplicity=1 gap_ev=9.2293 de_lowest_kcal_mol=47.5 fmax_ha_per_bohr=0.0704
C -1.24431 2.62769 5.70545 0.7 -0.4 0.3
O -2.50801 2.97618 5.17014 -0.2 -0.1 0.5
H -0.61809 2.23955 4.90214 0.3 0.1 0.3
H -0.75568 3.44251 6.23969 0.1 0.4 -0.4
H -1.29034 1.86165 6.47950 -0.6 -0.3 -0.2
H -2.31839 3.28691 4.28183 -0.3 0.2 -0.3
C 3.02567 -2.67705 2.34899 -2.1 0.0 0.2
O 4.37281 -2.65068 2.63634 1.1 0.1 0.0
H 2.60085 -1.67477 2.29343 0.5 0.2 -0.1
H 2.73151 -3.20389 1.44124 0.4 -0.1 -0.4
H 2.41929 -3.12253 3.13763 0.1 -0.3 0.3
H 4.67700 -3.55694 2.72447 0.1 0.0 0.0
C 5.89634 -1.06706 -3.55322 -1.8 0.4 -0.9
O 7.08194 -1.10887 -4.28317 1.0 -0.3 0.2
H 5.32475 -1.99505 -3.53823 0.7 -0.6 0.5
H 5.99433 -0.63560 -2.55706 0.4 -0.2 -0.1
H 5.15787 -0.48720 -4.10685 -0.1 0.8 0.1
H 6.92298 -0.91978 -5.21084 -0.1 0.0 0.2
C 3.63982 1.53152 3.08904 0.2 -1.4 0.3
O 4.32496 2.72752 2.86384 -0.1 1.5 -0.4
H 4.32335 1.05537 3.79200 -0.8 -1.1 0.2
H 2.62471 1.65282 3.46711 0.1 0.2 0.3
H 3.55911 0.93806 2.17833 0.3 0.2 0.0
H 4.44159 3.02557 3.76891 0.4 0.7 -0.2
C 0.25119 6.73391 -1.32664 0.0 -0.1 0.7
C 1.47261 5.86848 -1.54093 0.4 -0.1 0.9
C 1.37707 4.41253 -0.96123 0.9 1.6 0.0
O 1.16853 4.38794 0.48185 -0.1 0.3 -1.0
C 2.30931 4.80220 1.25063 0.5 -0.7 -0.2
N 1.80924 5.82493 -2.94384 0.1 -0.4 -1.2
H 0.15739 7.02812 -0.28130 0.1 -0.1 0.1
H -0.67849 6.21264 -1.55484 0.0 0.2 -0.5
H 0.39929 7.66400 -1.87535 -0.4 -0.1 -0.2
H 2.32477 6.40077 -1.11834 0.0 -0.1 1.1
H 2.32456 3.94107 -1.22217 0.3 -0.2 0.3
H 0.65554 3.86939 -1.57154 -0.6 -0.1 0.8
H 2.10129 4.66802 2.31214 -0.4 0.1 -0.1
H 2.68994 5.81196 1.09698 -0.6 0.2 -0.3
H 3.14412 4.13472 1.03690 0.1 -0.1 -0.1
H 2.75156 5.47280 -3.03400 0.2 -0.7 -0.1
H 1.96386 6.77291 -3.25613 -0.5 0.4 -0.1
C -2.33214 2.90729 -2.76052 -0.4 -1.0 1.2
C -2.77762 2.55441 -4.17686 0.3 0.1 0.7
C -4.06011 1.69360 -4.43989 1.0 -0.3 1.0
O -3.90269 0.27783 -4.20214 0.0 1.0 -0.6
C -3.09397 -0.40409 -5.15565 0.4 -0.2 0.3
N -3.08542 3.87502 -4.68065 -0.4 0.1 -2.0
H -3.09309 3.50142 -2.25449 -0.2 0.2 -0.2
H -1.42004 3.50395 -2.74882 0.0 0.0 -0.4
H -2.16048 2.08366 -2.06750 0.1 -0.5 -0.2
H -1.91933 2.13570 -4.70232 0.0 -0.4 -0.1
H -4.44963 1.83233 -5.44842 0.3 0.2 -0.3
H -4.82185 2.09114 -3.76922 -0.2 -0.4 0.2
H -3.23809 -1.45964 -4.92508 0.3 0.1 -0.1
H -2.03847 -0.13420 -5.12139 0.3 -0.1 0.8
H -3.25803 -0.26803 -6.22462 -1.2 0.4 -0.1
H -3.17630 3.66330 -5.66402 -0.7 0.6 -0.7
H -2.25471 4.44782 -4.72433 0.4 0.2 0.6
C -4.50401 0.47507 -0.59872 -0.8 1.1 -0.2
C -5.36212 1.63540 0.05629 1.1 -1.6 -1.9
C -6.86090 1.55356 -0.23551 1.0 -0.2 -0.1
O -7.46981 2.74508 0.18089 -0.2 0.4 0.5
C -8.87226 2.71258 0.17367 -1.0 -0.1 -0.6
N -5.04985 1.50048 1.45287 -0.4 1.0 0.8
H -4.67145 0.28564 -1.65899 -0.1 0.2 -0.1
H -4.68759 -0.46409 -0.07683 0.1 0.0 0.1
H -3.46743 0.78782 -0.47298 0.0 -0.3 0.0
H -4.96327 2.57428 -0.32780 -0.1 0.2 0.0
H -7.20547 0.70612 0.35712 -0.5 -0.3 -0.1
H -7.00318 1.37267 -1.30093 -0.3 -0.1 -0.2
H -9.34443 3.56625 0.65989 0.7 0.1 0.4
H -9.30245 1.79886 0.58374 0.3 -0.2 0.4
H -9.30129 2.76023 -0.82721 0.3 -0.1 -0.5
H -5.84585 1.94823 1.88416 0.0 0.3 0.9
H -5.14055 0.52302 1.69044 0.2 -0.2 0.2
C -1.50346 -3.66255 -3.97528 0.2 0.7 0.8
C -1.24158 -2.54982 -2.89560 -0.9 -1.9 0.7
C -1.10264 -3.29856 -1.50213 -0.4 1.3 -0.1
O -2.27846 -3.93890 -1.05494 0.5 -0.5 0.3
C -3.34418 -3.10840 -0.65604 -0.4 -0.5 -0.9
N -0.07604 -1.76194 -3.17474 0.6 -0.5 -0.8
H -1.48900 -3.28856 -4.99900 -0.2 0.1 0.0
H -2.41932 -4.20556 -3.74194 -0.2 0.3 -0.2
H -0.73736 -4.43344 -3.89212 0.4 0.1 0.0
H -2.03844 -1.80787 -2.84446 -0.6 -0.5 0.1
H -0.75040 -2.55297 -0.78929 -0.4 0.6 0.4
H -0.28194 -4.00888 -1.40215 -0.1 -0.5 -0.9
H -3.15943 -2.51263 0.23786 0.3 0.2 -0.1
H -4.18879 -3.76838 -0.45818 0.1 -0.1 0.2
H -3.64366 -2.52554 -1.52706 -0.1 0.6 0.3
H 0.50300 -2.43687 -3.65357 1.0 0.4 -0.1
H 0.36820 -1.50638 -2.30443 0.4 0.3 0.1
C 5.50845 -6.93513 -1.17216 0.0 -0.2 -1.2
C 5.40319 -6.13707 -2.51137 -3.1 -0.2 1.9
C 5.07175 -4.65336 -2.28442 0.4 -0.1 0.0
O 3.80849 -4.47464 -1.67810 -0.4 1.0 0.0
C 3.42703 -3.07312 -1.54335 0.3 -1.1 -0.1
N 6.49906 -6.34275 -3.34727 2.7 0.2 -0.8
H 5.65605 -7.96164 -1.50770 0.5 -0.2 0.3
H 4.59292 -7.02618 -0.58767 -0.1 0.7 -0.1
H 6.33787 -6.60353 -0.54748 0.0 0.0 -0.1
H 4.61205 -6.60607 -3.09638 -1.3 0.3 0.7
H 5.11599 -4.11512 -3.23122 -0.1 0.0 -0.4
H 5.84991 -4.20735 -1.66503 0.3 0.1 0.2
H 2.37457 -3.04910 -1.26076 0.1 -0.1 0.0
H 3.56276 -2.49974 -2.46036 -0.1 -0.3 -0.4
H 4.01426 -2.53327 -0.80051 0.2 -0.3 0.4
H 6.70320 -7.33189 -3.35365 0.3 -0.1 -0.1
H 6.23527 -6.09500 -4.29021 0.2 0.1 -0.2
C 0.84457 -3.19638 5.59861 0.0 -0.2 -0.7
C -0.35959 -2.42611 5.07339 -0.5 0.9 0.2
C -1.60067 -3.21504 4.71974 0.1 -1.0 -1.3
O -1.27818 -4.25750 3.78215 -0.4 -0.8 0.3
C -0.99168 -3.96914 2.42124 0.0 0.2 0.5
N -0.70311 -1.40690 6.06173 -0.1 -0.1 0.5
H 1.60363 -2.51852 5.98903 -0.1 0.2 -0.3
H 1.25530 -3.73724 4.74603 0.2 -0.3 0.3
H 0.64512 -3.89849 6.40814 -0.4 -0.1 -0.1
H -0.11128 -1.87628 4.16557 0.5 -0.1 0.0
H -2.41413 -2.62870 4.29243 0.2 0.8 -0.2
H -2.09747 -3.66137 5.58118 0.5 -0.5 0.2
H -0.23162 -3.19091 2.35220 0.2 0.1 -0.2
H -1.84975 -3.69192 1.80890 -0.4 0.3 0.3
H -0.63362 -4.88633 1.95363 0.2 0.0 0.3
H -1.55097 -0.91709 5.81409 -0.2 0.2 -0.3
H -0.90963 -1.91872 6.90759 0.0 0.2 0.5
C -1.04381 0.51585 0.55281 0.3 0.1 -0.9
C 0.15258 -0.24133 1.11560 -1.2 -0.1 0.3
C 1.48835 0.22290 0.45517 -1.4 -0.7 1.5
O 1.56579 -0.28104 -0.85651 1.4 0.8 -1.5
C 2.72035 0.32049 -1.53564 0.3 0.1 0.0
N 0.08493 -0.02543 2.57124 1.8 -0.5 0.0
H -0.98310 1.56414 0.84519 0.2 0.0 -0.3
H -2.01566 0.20769 0.93834 0.2 -0.5 0.0
H -1.02995 0.44042 -0.53449 -0.3 0.1 -0.2
H 0.02557 -1.30890 0.93601 0.1 -0.2 -0.2
H 2.30924 -0.18801 1.04289 0.2 0.3 0.0
H 1.43585 1.30921 0.52774 0.6 0.3 -0.4
H 2.64023 1.40431 -1.61935 -0.2 0.1 0.4
H 2.99620 0.02203 -2.54704 -1.6 -0.7 -0.4
H 3.70132 0.08119 -1.12512 -0.2 0.0 1.3
H -0.85524 -0.05499 2.93908 -0.4 -0.3 -0.3
H 0.35724 0.94047 2.68525 0.1 0.2 0.3
O 1.30241 0.40126 5.39959 1.0 0.9 0.0
H 0.62304 -0.17564 5.74868 -0.7 -0.6 0.4
H 1.16506 0.38804 4.45239 -0.1 -0.2 -0.4
O -3.05981 0.32946 4.14046 0.1 -0.9 -0.3
H -3.90467 0.09570 4.52492 -0.2 -0.1 0.1
H -2.98185 1.27209 4.28739 0.1 0.8 0.4
O -2.47777 2.93896 2.44444 0.6 0.5 0.1
H -2.29198 3.70146 1.89644 0.0 0.4 -0.2
H -3.29447 2.58423 2.09317 -1.0 -0.8 -0.3
O 0.27114 2.66802 2.65296 0.6 0.5 0.5
H -0.67418 2.59548 2.52122 -0.6 0.0 0.1
H 0.58645 3.13308 1.87802 0.2 0.4 -0.6
O 5.48124 1.73093 0.32647 0.0 -0.1 -0.6
H 5.51371 0.83422 0.65978 0.1 -0.2 0.1
H 5.24884 2.26187 1.08827 -0.1 0.3 0.5
O 0.55490 2.27180 -3.78061 0.2 0.4 0.0
H 0.15097 1.68613 -3.14023 -0.1 -0.3 0.2
H 0.75887 1.70773 -4.52656 0.1 -0.2 -0.2

---

[2]
58
Properties=species:S:1:pos:R:3:forces:R:3 method="wB97M-V/def2-TZVPD" lumo_ha=-0.057 spin_multiplicity=1 gap_ev=5.0635 fmax_ha_per_bohr=0.0077
Ir -0.00695 0.01466 0.01657 0.0 0.0 0.0
C -3.39254 -4.45103 3.43963 0.0 0.0 0.0
C -4.45641 -4.05332 2.62003 0.0 0.0 0.0
C -4.28345 -3.09888 1.63250 0.0 0.0 0.0
C -3.01742 -2.54974 1.48542 0.0 0.0 0.0
C -2.49335 -1.54299 0.57092 0.1 -0.1 -0.1
N -3.18416 -0.98386 -0.40343 0.0 0.0 0.0
C -2.73084 -0.04195 -1.20556 0.0 0.2 0.1
C -3.48012 0.53341 -2.31392 0.0 0.0 0.0
C -4.73414 0.24444 -2.83560 0.0 0.0 0.0
C -5.15830 0.98219 -3.92654 0.0 0.0 0.0
C -4.35395 1.98534 -4.48270 0.0 0.0 0.0
C -3.10528 2.27492 -3.96186 0.0 0.0 0.0
C -2.67781 1.53242 -2.86919 0.0 0.0 0.0
C -1.44263 1.55891 -2.09791 -0.1 0.1 0.2
N -0.45441 2.40791 -2.29578 0.0 0.0 0.0
C 0.68674 2.40508 -1.63567 0.1 -0.1 -0.1
N 1.11765 1.48251 -0.72661 -0.2 0.2 0.3
C 2.38998 1.76725 -0.32178 0.0 -0.1 -0.2
N 3.15475 1.05283 0.47976 0.0 0.0 0.0
C 2.76418 -0.02404 1.13137 -0.1 0.1 0.2
N 1.49862 -0.52779 1.21138 0.0 -0.2 -0.3
C 1.47697 -1.62662 2.02106 0.0 0.2 0.1
N 0.42642 -2.34235 2.36706 -0.1 0.0 0.0
C -0.78929 -2.18237 1.88158 0.0 -0.1 -0.1
N -1.17637 -1.35025 0.87138 0.0 0.2 0.2
C -1.95642 -2.94716 2.30198 0.0 0.0 0.0
C -2.12943 -3.90476 3.29153 0.0 0.0 0.0
C 2.82814 -1.84715 2.51668 0.0 0.0 0.0
C 3.36154 -2.81341 3.35955 0.0 0.0 0.0
C 4.71711 -2.74944 3.62869 0.0 0.0 0.0
C 5.52188 -1.74573 3.07373 0.0 0.0 0.0
C 4.99062 -0.78226 2.23514 0.0 0.0 0.0
C 3.63060 -0.84760 1.96273 0.0 0.0 0.0
C 2.80960 2.98937 -0.99621 0.0 0.0 0.0
C 3.98351 3.72689 -0.93045 0.0 0.0 0.0
C 4.06451 4.87082 -1.70562 0.0 0.0 0.0
C 3.00212 5.26832 -2.52679 0.0 0.0 0.0
C 1.83177 4.53209 -2.59287 0.0 0.0 0.0
C 1.75004 3.38618 -1.81416 0.0 0.0 0.0
N -1.53485 0.61022 -1.12141 0.1 -0.2 -0.2
H -3.56528 -5.20009 4.20125 0.0 0.0 0.0
H -5.42996 -4.50311 2.76412 0.0 0.0 0.0
H -5.09902 -2.78678 0.99429 0.0 0.0 0.0
H -5.34898 -0.53192 -2.40090 0.0 0.0 0.0
H -6.12820 0.78177 -4.36278 0.0 0.0 0.0
H -4.71839 2.54017 -5.33735 0.0 0.0 0.0
H -2.47778 3.04717 -4.38566 0.0 0.0 0.0
H -1.30159 -4.20712 3.91850 0.0 0.0 0.0
H 2.73455 -3.58609 3.78321 0.0 0.0 0.0
H 5.16836 -3.48870 4.27738 0.0 0.0 0.0
H 6.57862 -1.72865 3.30603 0.0 0.0 0.0
H 5.60434 -0.00493 1.80056 0.0 0.0 0.0
H 4.80004 3.41152 -0.29515 0.0 0.0 0.0
H 4.96388 5.47214 -1.67894 0.0 0.0 0.0
H 3.10175 6.16848 -3.11915 0.0 0.0 0.0
H 1.00679 4.83026 -3.22557 0.0 0.0 0.0
Cl 0.66227 -1.42718 -1.57446 0.0 -0.1 -0.1